Formula: C84H209FN16O30
Source: OMol25
Level of theory: the ωB97M-V functional and the def2-TZVPD basis

Relative energy (zero: lowest compared OMol25 entry of this formula, charge and spin): 88.0 kJ/mol
E_LUMO: 0.421 eV
Net charge: 0
HOMO: -6.728 eV

XYZ file:
```
340
Properties=species:S:1:pos:R:3:forces:R:3
N 26.62768 -23.48014 1.31152 0.280 1.332 0.691
H 25.98077 -23.39401 2.08235 -0.846 -0.559 0.413
H 27.36538 -22.89186 1.67185 0.790 0.512 -0.265
H 26.21777 -23.07709 0.48109 -0.165 0.017 -0.941
H 26.96452 -24.41792 1.14656 0.060 -0.900 -0.350
N 18.65628 -25.10847 5.97471 0.137 0.804 -1.217
H 18.13320 -24.30649 6.29612 -1.363 1.031 1.012
H 19.16621 -25.54586 6.72887 0.558 -0.049 0.492
H 19.26602 -24.60392 5.34721 1.290 0.110 -0.567
H 18.15620 -25.81155 5.44963 -0.536 -0.093 0.031
N 19.62988 -20.92788 6.99916 -0.145 0.598 -1.680
H 19.25822 -19.99874 6.86248 -0.672 0.765 0.275
H 20.10103 -21.11294 6.12517 1.498 -0.183 -0.450
H 18.86210 -21.58183 6.94477 -1.603 -1.450 0.822
H 20.17294 -20.88936 7.84986 0.806 -0.602 0.682
F 17.66847 -22.71489 6.98201 0.181 -0.147 -0.205
C 22.30096 -23.84780 3.60957 5.263 0.789 -1.798
C 21.59087 -22.83296 4.14389 -3.851 -1.216 1.738
C 22.16077 -21.40825 4.34592 -1.567 1.854 1.803
O 21.52857 -20.44182 4.91128 -0.865 -2.018 -0.718
C 23.46891 -21.13288 4.08950 2.735 -2.087 -2.191
C 24.35905 -22.08454 3.45381 -3.608 0.571 2.325
C 23.73281 -23.57300 3.19171 -3.091 1.378 1.113
O 24.44377 -24.39600 2.66385 1.328 -1.245 -0.626
O 25.53836 -21.82032 3.26480 1.394 -0.751 -0.834
O 20.41314 -23.21082 4.58358 1.219 2.337 -0.183
H 21.92314 -24.85681 3.53496 -0.068 0.160 -0.065
H 23.84066 -20.13910 4.29101 0.054 0.070 0.093
C 24.38251 -32.72387 -0.00990 1.754 0.979 0.219
O 24.79715 -31.71275 0.92556 -0.743 0.538 0.816
C 23.77426 -30.96772 1.60241 -1.359 0.387 -1.880
C 23.33769 -29.70998 0.72848 0.737 -1.543 1.072
N 22.20132 -28.95302 1.25390 0.919 1.250 -0.558
C 22.27404 -27.52805 0.74332 -0.745 -0.800 0.238
C 20.95205 -26.74819 0.99294 1.349 -0.027 -0.561
O 20.02950 -27.16821 0.03188 -1.088 -0.864 -0.467
C 18.64006 -26.74701 0.15863 1.923 -0.794 -0.692
H 23.68373 -33.46619 0.37580 -0.113 0.213 0.082
H 25.37124 -33.14619 -0.18925 -0.308 -0.786 -0.212
H 24.11366 -32.28384 -0.97021 -0.664 0.009 0.065
H 24.09040 -30.60622 2.58092 0.261 -0.438 -0.033
H 22.87930 -31.58708 1.66195 -0.038 -0.294 0.564
H 23.18658 -30.08539 -0.28362 0.048 0.219 -0.269
H 24.27231 -29.15240 0.78915 -0.311 0.766 -0.449
H 21.30784 -29.35228 1.00413 -0.010 -0.167 -0.382
H 22.49469 -27.47919 -0.32299 -0.267 -0.203 -0.278
H 23.16803 -27.08817 1.18535 -0.277 0.375 0.524
H 21.15269 -25.70263 0.75919 0.189 0.387 0.751
H 20.60849 -26.92933 2.01140 -0.170 0.255 0.248
H 18.19750 -27.26914 -0.68968 -0.419 0.063 0.248
H 18.56922 -25.67613 -0.03185 -0.249 0.104 0.537
H 18.25614 -27.12346 1.10678 -0.319 0.437 0.054
C 28.93855 -29.68337 2.01109 -1.005 -0.048 0.536
O 28.29946 -28.43495 1.77785 -0.012 0.240 -0.823
C 27.32139 -28.48566 0.72754 0.242 0.055 -0.264
C 26.59711 -27.11779 0.67205 -1.204 -1.047 0.074
N 27.51330 -26.00182 0.53568 -1.195 -1.205 0.443
C 28.13868 -26.02482 -0.77492 1.971 0.897 0.686
C 29.03737 -24.77584 -0.84310 -0.809 0.470 -1.096
O 28.20789 -23.58678 -1.07661 0.860 -1.107 0.777
C 28.86183 -22.34566 -0.78347 0.239 -0.877 -1.162
H 29.54155 -29.56588 2.91146 0.072 -0.032 -0.197
H 29.51331 -30.12642 1.19779 0.236 0.573 -0.343
H 28.13823 -30.39730 2.20569 0.004 -0.375 0.283
H 26.68196 -29.35877 0.85765 -0.580 0.141 0.424
H 27.79478 -28.71273 -0.22768 0.431 0.187 -0.211
H 25.96930 -27.05586 1.56095 0.314 0.404 0.485
H 25.84032 -27.02353 -0.10673 0.129 -0.592 -0.443
H 28.13467 -26.29500 1.27599 1.305 0.778 -0.067
H 27.44936 -26.14290 -1.61097 -0.305 0.415 0.251
H 28.83402 -26.86173 -0.83965 0.122 -0.281 -0.197
H 29.79162 -24.89518 -1.62089 -0.177 0.188 -0.628
H 29.67248 -24.74517 0.04222 -0.465 0.445 0.628
H 29.69692 -22.27222 -1.48012 0.498 0.182 0.199
H 29.20787 -22.29409 0.24885 -0.160 0.188 0.093
H 28.19982 -21.53433 -1.08609 -0.251 -0.119 0.483
C 22.02839 -15.88899 6.90497 -0.443 -0.009 -0.635
O 23.20095 -15.91103 6.11513 0.019 2.044 0.514
C 23.45990 -17.08548 5.44320 1.501 -1.323 0.359
C 24.77738 -16.96658 4.55523 -2.918 -0.647 0.291
N 24.59594 -15.94982 3.51099 0.123 -0.670 1.030
C 25.89174 -15.58612 3.01887 0.369 0.344 -0.589
C 25.81875 -14.42722 2.04416 -0.686 -0.611 0.373
O 25.61578 -13.22948 2.76545 1.466 1.427 -0.426
C 25.93396 -12.13115 1.89963 -0.332 0.345 -0.153
H 21.16808 -15.71521 6.25861 -0.338 -0.565 -0.161
H 21.94897 -15.04361 7.58844 0.914 0.076 0.036
H 21.92377 -16.81015 7.47823 -0.123 -0.171 0.001
H 22.59052 -17.56301 4.99127 -0.197 0.628 -1.091
H 23.61377 -17.84544 6.20927 0.758 -0.514 0.359
H 24.83371 -17.96417 4.11962 0.158 -0.122 -0.469
H 25.69596 -16.88702 5.13661 -0.055 0.557 0.427
H 24.18061 -15.14154 3.95175 -0.171 0.228 0.114
H 26.34450 -16.47919 2.58812 0.043 0.002 -0.439
H 26.58911 -15.29293 3.80360 0.164 0.191 0.418
H 24.90736 -14.50246 1.45101 0.213 -0.585 -0.729
H 26.72991 -14.40396 1.44639 0.015 0.190 -0.178
H 25.99042 -11.17176 2.41391 -0.550 -0.277 0.463
H 25.22720 -12.06821 1.07221 -0.526 0.092 0.106
H 26.88287 -12.15122 1.36364 0.553 -0.872 0.356
C 20.47614 -33.38575 5.03971 0.820 0.228 -0.179
O 21.34801 -32.29548 5.32398 -1.141 1.353 -0.577
C 21.12615 -31.15203 4.43631 1.063 -0.486 0.436
C 22.02656 -29.97255 4.89148 -1.002 -1.569 -0.520
N 21.72373 -28.79348 4.10089 0.147 0.342 0.862
C 22.57565 -27.68586 4.46884 1.300 0.207 0.807
C 24.06964 -27.95254 4.17601 -0.767 0.364 -0.001
O 24.75723 -28.50304 5.32482 -1.383 -0.116 -1.218
C 26.06235 -28.85510 5.02885 1.727 -0.307 0.117
H 20.66040 -34.10282 5.83969 -0.467 0.023 -0.027
H 20.73903 -33.86645 4.09741 0.279 -0.094 -0.254
H 19.43502 -33.09065 4.90905 -0.171 0.112 0.546
H 20.10852 -30.78037 4.31633 -0.398 -0.444 0.629
H 21.40936 -31.51396 3.44793 0.215 0.251 -0.353
H 23.03389 -30.38856 4.87290 0.441 0.492 -0.116
H 21.79637 -29.74908 5.93320 0.027 -0.024 0.179
H 21.85327 -28.88838 3.10373 -0.025 -0.697 -0.438
H 22.55276 -27.51374 5.54492 -0.418 0.200 0.177
H 22.26832 -26.76930 3.96529 -0.051 -0.123 -0.030
H 24.53402 -27.04417 3.79217 0.385 0.292 0.370
H 23.97259 -28.60022 3.30468 0.900 -0.726 0.042
H 26.72780 -28.01495 5.22736 0.194 0.251 -0.371
H 26.26968 -29.27930 4.04641 -0.521 0.534 -0.681
H 26.48358 -29.66976 5.61791 -0.703 -0.043 0.865
C 21.52223 -25.72030 -2.66704 0.382 1.012 0.155
O 22.67901 -25.49368 -1.87571 -0.112 -2.068 0.571
C 23.14036 -24.18844 -1.82904 -0.935 0.309 -0.750
C 24.31115 -24.07929 -0.89161 0.732 -0.207 -0.519
N 25.25976 -23.05005 -1.29666 -0.155 -0.380 1.902
C 24.71697 -21.71377 -1.38023 0.371 0.786 -0.175
C 23.98434 -21.21762 -0.07777 1.090 -0.410 -0.998
O 23.94595 -19.80876 -0.01805 0.155 0.150 -0.818
C 23.86569 -19.25890 1.28792 -0.097 -0.602 0.024
H 21.46764 -26.73501 -3.06135 0.259 -0.054 0.409
H 21.58747 -25.03800 -3.51458 -0.343 0.066 -0.289
H 20.64582 -25.48978 -2.06134 -0.270 -0.090 -0.193
H 22.33989 -23.50276 -1.55122 -0.305 0.198 0.322
H 23.35626 -23.92567 -2.86463 0.708 0.439 -0.212
H 24.85753 -25.02246 -0.89286 -0.044 -0.221 -0.105
H 23.99009 -23.94952 0.14191 -0.109 0.219 0.049
H 25.87345 -23.35083 -2.04031 -0.173 0.322 -0.054
H 24.08116 -21.66660 -2.26432 -0.441 0.606 0.009
H 25.57673 -21.06417 -1.54436 -0.102 0.345 -0.101
H 24.58500 -21.53756 0.77367 -0.231 -0.532 0.224
H 23.00770 -21.69782 -0.13843 -0.401 0.229 0.732
H 24.20221 -18.22221 1.27677 -0.251 0.043 -0.263
H 24.51397 -19.80085 1.97649 0.093 -0.131 0.055
H 22.84651 -19.35571 1.66212 -0.065 0.236 0.145
C 21.16992 -17.05848 2.41512 -0.035 0.333 -0.622
O 19.98329 -16.72296 1.70716 0.227 -0.266 -0.231
C 18.85889 -16.90814 2.51829 -1.278 0.167 -0.247
C 17.57896 -16.74945 1.71587 -0.663 0.548 -0.657
N 16.34947 -16.92158 2.46367 0.387 -0.851 1.455
C 15.10733 -16.64381 1.76739 1.163 0.124 0.435
C 13.97230 -17.16818 2.64907 -0.476 0.281 -0.212
O 13.94739 -18.58661 2.95805 0.194 0.937 -1.485
C 13.88773 -19.35180 1.73963 -0.057 -0.372 0.289
H 21.28186 -16.40246 3.27837 0.026 -0.151 0.320
H 22.02435 -16.88228 1.76167 -0.127 0.077 -0.070
H 21.17189 -18.11560 2.68082 -0.058 -0.087 0.392
H 18.78311 -16.09129 3.23600 0.396 -0.294 0.814
H 18.82205 -17.91415 2.93625 0.345 -0.026 0.549
H 17.52643 -17.48006 0.90868 0.584 0.347 -0.720
H 17.52896 -15.69791 1.43328 0.305 -0.047 -0.962
H 16.29805 -17.90612 2.68305 0.068 -0.388 0.411
H 15.16002 -16.99622 0.73728 -0.476 -0.617 -0.255
H 15.07254 -15.56161 1.64198 -0.609 0.228 0.258
H 13.03700 -16.84348 2.19312 -0.375 -0.417 -0.293
H 13.98179 -16.61551 3.58853 0.379 -0.366 0.207
H 13.18230 -18.96300 1.00524 -0.144 0.402 0.109
H 13.55585 -20.36663 1.95885 -0.017 0.071 0.397
H 14.85300 -19.46367 1.24584 0.270 0.280 0.092
C 27.25492 -17.31667 -0.08756 -0.407 1.284 0.020
O 28.03161 -18.02081 0.78755 0.900 -2.234 0.355
C 27.47903 -19.32843 1.12388 0.758 2.081 1.744
C 28.50014 -19.84003 2.09852 1.001 -0.350 -0.620
N 28.09792 -21.09239 2.60782 1.550 -2.464 0.601
C 29.18594 -21.78534 3.37506 -0.632 -0.695 0.762
C 28.73613 -22.97132 4.27096 -0.657 0.239 -0.651
O 28.31011 -24.04420 3.42630 -0.383 -0.583 -0.001
C 27.41535 -24.99513 4.05515 0.272 1.154 -0.098
H 27.17590 -17.82526 -1.04839 -0.737 -0.025 -0.044
H 27.71330 -16.34450 -0.26883 0.357 -0.010 -0.096
H 26.36461 -17.06679 0.48950 -1.010 -0.172 -0.954
H 27.19428 -20.00498 0.31809 0.334 0.251 -0.324
H 26.63065 -19.16811 1.78921 -0.795 0.131 -0.502
H 28.68761 -19.12068 2.89570 -0.160 0.525 0.049
H 29.46195 -19.96237 1.60044 0.182 0.009 -0.215
H 27.18499 -21.08076 3.03973 0.047 -0.168 0.469
H 29.79548 -21.12588 3.99286 -0.379 0.584 0.428
H 29.97902 -22.24636 2.78633 -0.279 0.130 -1.093
H 27.92166 -22.67017 4.92979 -0.250 0.048 0.039
H 29.53685 -23.34609 4.90854 0.356 0.278 0.010
H 27.02226 -25.69964 3.32218 0.397 0.037 -0.153
H 26.54769 -24.44504 4.41939 -0.112 -0.011 0.273
H 27.90977 -25.51916 4.87309 0.056 -0.093 0.036
C 24.08906 -23.83217 6.80776 0.405 0.987 0.432
O 24.19214 -23.91198 8.24886 -0.301 -0.534 -0.461
C 24.18939 -22.66871 8.93991 -0.328 0.247 -0.291
C 24.05162 -22.86869 10.45766 -0.581 0.360 -0.129
N 23.08108 -22.01536 11.17736 -0.361 -0.259 -0.184
C 23.11459 -22.39682 12.57759 0.135 0.697 0.861
C 22.46547 -21.38947 13.53377 0.282 -0.649 0.109
O 22.96137 -21.67087 14.84207 0.143 0.514 -0.064
C 22.66526 -20.59011 15.74549 0.365 -1.330 -0.560
H 24.03779 -24.78487 6.28068 -0.574 -0.393 0.831
H 24.98104 -23.41178 6.34328 0.403 0.527 0.299
H 23.26788 -23.16948 6.53461 -0.251 -0.201 -0.125
H 23.38375 -22.00123 8.63408 -0.482 -0.164 -0.467
H 25.09343 -22.12171 8.67234 0.373 0.029 0.146
H 25.03568 -22.69042 10.89120 0.179 -0.750 0.352
H 23.59543 -23.84115 10.64287 0.957 -0.508 -0.160
H 23.33302 -21.03823 11.13462 0.264 -0.033 -0.161
H 24.14539 -22.41731 12.93135 0.358 -0.474 0.085
H 22.63880 -23.35607 12.78147 0.152 -0.235 -0.308
H 21.38562 -21.53435 13.50164 -0.290 0.487 0.005
H 22.77618 -20.36591 13.32430 -0.274 0.201 -0.566
H 21.65088 -20.78553 16.09328 -0.068 0.681 0.323
H 22.80128 -19.63466 15.23882 -0.324 0.162 0.037
H 23.40347 -20.64253 16.54573 -0.252 -0.094 0.145
C 20.95532 -25.30593 8.69481 0.224 0.127 -1.641
O 20.04671 -26.12346 7.92337 -0.367 -0.968 0.362
C 20.34000 -27.53820 7.74472 0.979 0.172 1.919
C 19.29098 -28.36530 7.02659 0.523 1.422 -0.803
N 19.36189 -27.98659 5.61754 -1.107 0.264 0.701
C 18.36017 -28.57339 4.76612 -1.085 0.976 -0.017
C 16.89304 -28.19394 5.15398 1.238 -0.544 -0.689
O 16.78088 -26.79848 5.08115 -1.306 0.153 0.653
C 15.46087 -26.34211 5.46037 0.955 0.946 -0.374
H 20.64742 -24.26623 8.58376 -0.592 -0.079 0.000
H 21.88934 -25.30899 8.13293 0.543 -0.300 0.673
H 21.03833 -25.49965 9.76423 -0.036 -0.637 -0.139
H 20.48808 -27.91797 8.75563 -0.173 -0.313 0.225
H 21.31136 -27.71208 7.28178 0.156 0.458 -0.385
H 18.32472 -28.10753 7.46017 -0.177 -0.251 -0.114
H 19.50999 -29.42942 7.11500 -0.022 -0.241 0.651
H 20.26824 -28.18893 5.22046 0.243 -0.049 -0.188
H 18.43678 -29.65434 4.64883 -0.146 -0.317 0.037
H 18.51703 -28.08831 3.80269 -0.031 -0.365 -0.370
H 16.60695 -28.57147 6.13567 -0.026 -0.006 0.176
H 16.22437 -28.61880 4.40534 -0.128 -0.378 -0.042
H 15.52373 -25.25513 5.51144 0.070 0.058 -0.236
H 15.15343 -26.61736 6.46924 0.081 -0.695 -0.092
H 14.74746 -26.59994 4.67762 -0.180 -0.269 0.206
C 17.54505 -22.60344 12.16129 1.530 0.224 -0.438
O 18.71086 -21.73580 12.00973 -0.815 -0.241 -0.597
C 19.38742 -21.79090 10.73098 0.518 0.404 0.904
C 20.03354 -20.40923 10.45372 -0.564 -0.832 -0.462
N 21.05270 -20.50897 9.36887 -0.069 1.081 0.841
C 21.64929 -19.19325 9.02381 -0.660 -0.565 -0.231
C 22.60208 -18.61527 10.10461 -2.107 0.194 -0.996
O 23.67952 -19.46886 10.39783 1.150 1.271 -1.419
C 24.70941 -19.26734 9.35373 -0.408 -0.683 0.884
H 17.25304 -22.50765 13.20706 -0.181 0.027 -0.241
H 17.81586 -23.63596 11.94070 0.234 -0.224 0.256
H 16.74080 -22.40327 11.45332 -0.099 0.622 0.083
H 18.70327 -22.06204 9.92691 -0.050 -0.080 -0.101
H 20.21571 -22.49659 10.79473 -0.078 -0.451 -0.042
H 20.36719 -19.95433 11.38638 0.325 -0.193 0.168
H 19.18353 -19.81280 10.12226 0.327 0.540 -0.351
H 21.86477 -21.02660 9.67334 -0.335 -0.886 0.529
H 20.78675 -18.55444 8.83396 0.140 0.608 0.218
H 22.08675 -19.33219 8.03516 0.500 0.117 -0.015
H 21.92207 -18.43393 10.93695 0.563 -0.449 0.732
H 22.86856 -17.60292 9.80090 0.674 0.035 -0.139
H 25.16937 -18.28336 9.44486 -0.228 0.016 0.074
H 24.29638 -19.44324 8.36048 -0.196 0.241 -0.037
H 25.48848 -20.01803 9.48644 -0.095 0.058 0.283
C 26.85707 -19.74927 5.74605 -0.129 0.327 0.402
O 27.78364 -19.43109 6.77429 0.011 0.877 0.874
C 27.48834 -18.14096 7.39712 0.726 -0.310 -0.269
C 28.48544 -17.75857 8.49792 -0.091 -0.770 -0.053
N 28.12118 -18.23760 9.85003 -0.123 0.177 -0.406
C 28.65663 -19.57601 10.14596 -0.839 -0.230 0.488
C 27.92900 -20.21995 11.34189 -0.247 0.143 0.343
O 28.45314 -21.47403 11.78722 0.008 0.720 -0.090
C 28.19295 -22.55073 10.92277 0.294 -0.105 -0.642
H 27.10308 -19.22986 4.81989 -0.211 0.486 -0.068
H 25.88535 -19.47625 6.15753 -0.479 -0.039 -0.644
H 26.84115 -20.80150 5.46206 0.256 -0.120 0.579
H 26.48362 -18.04263 7.80818 -0.244 -0.718 0.091
H 27.50364 -17.32055 6.67963 0.328 -0.185 -0.677
H 28.55747 -16.67216 8.44668 -0.214 0.074 0.516
H 29.49095 -18.11069 8.26755 0.151 -0.155 -0.468
H 28.53239 -17.57731 10.49425 -0.108 -0.015 0.278
H 29.70873 -19.50521 10.42197 0.314 -0.398 -0.385
H 28.45189 -20.22357 9.29341 0.528 0.169 -0.270
H 26.85820 -20.33501 11.17385 -0.190 -0.084 -0.522
H 27.94774 -19.51865 12.17612 0.417 -0.164 0.302
H 28.71202 -22.46286 9.96834 0.423 0.138 -0.110
H 27.15214 -22.65069 10.61484 -0.396 0.051 0.473
H 28.54532 -23.46986 11.39088 -0.172 0.128 0.145
C 19.82202 -23.01384 0.46134 0.416 0.008 1.232
O 19.36553 -21.74313 0.06973 0.104 0.701 0.253
C 19.67897 -20.63661 0.99562 -0.469 -1.242 -0.325
C 18.94919 -20.73382 2.32825 -0.058 0.315 0.565
N 17.52328 -20.40963 2.17487 0.501 0.068 0.600
C 16.74647 -20.79101 3.37062 -1.043 -2.159 -0.555
C 16.62868 -22.36129 3.58272 0.919 2.037 0.039
O 16.25495 -22.98471 2.36631 0.356 1.287 -0.212
C 15.79215 -24.23458 2.65914 -0.469 -1.730 -0.341
H 20.78458 -22.95630 0.96953 0.523 0.146 -0.128
H 19.92052 -23.73481 -0.35020 -0.202 0.457 -0.453
H 19.20889 -23.47848 1.23353 -0.562 -0.025 0.030
H 19.36858 -19.75392 0.43652 -0.033 0.052 0.165
H 20.75263 -20.57651 1.17375 0.226 -0.231 -0.090
H 19.42007 -20.07531 3.05814 0.126 0.335 -0.052
H 18.99961 -21.70437 2.82180 0.710 -0.391 -0.336
H 17.32633 -21.09210 1.45684 -1.126 0.024 -0.374
H 15.71476 -20.46511 3.23848 0.079 0.343 -0.030
H 17.07952 -20.42155 4.34050 0.500 0.410 -0.305
H 15.93043 -22.54909 4.39836 -0.344 -0.047 -0.064
H 17.59692 -22.70132 3.95014 0.194 -0.510 -0.126
H 16.58444 -24.84719 3.08935 -0.068 -0.064 0.886
H 15.51760 -24.84939 1.80197 -0.049 0.608 -0.711
H 14.87458 -24.14643 3.24086 0.074 -0.380 0.608
C 16.65181 -18.59073 11.18236 -0.250 -0.734 -0.886
O 16.63734 -18.31305 9.75937 -0.439 -0.273 0.211
C 16.50938 -19.50875 8.94642 1.679 0.666 -0.802
C 16.68059 -19.18859 7.41931 -0.581 -0.071 2.039
N 18.00851 -18.62526 7.15358 -1.085 0.597 -0.865
C 17.99182 -17.86465 5.87456 0.677 1.129 0.383
C 17.27817 -16.49418 5.95227 -0.591 -1.096 -0.971
O 17.90448 -15.59606 6.80724 -0.203 0.954 0.386
C 17.36020 -14.26857 6.64383 1.414 -0.272 0.501
H 16.32131 -17.76148 11.80785 -0.165 0.304 -0.612
H 17.63279 -18.88130 11.55834 0.227 -0.120 -0.277
H 15.97495 -19.43268 11.32753 -0.077 -0.055 0.419
H 15.62137 -20.12117 9.10290 -0.322 0.396 0.292
H 17.38111 -20.12834 9.15692 -0.021 -0.431 0.290
H 15.88175 -18.49903 7.14646 -0.142 -0.015 -0.264
H 16.53222 -20.15780 6.94316 0.167 0.021 -0.348
H 18.12456 -17.89193 7.83832 0.269 0.086 0.515
H 17.60570 -18.42067 5.02025 -0.254 -0.218 0.284
H 19.03808 -17.66365 5.64423 0.179 0.073 -0.180
H 16.23396 -16.64989 6.22331 -0.311 -0.023 0.344
H 17.21454 -16.04311 4.96202 0.179 -0.266 -0.384
H 18.17619 -13.62816 6.97871 -0.112 0.236 -0.032
H 16.49874 -14.03167 7.26823 -0.252 -0.478 -0.028
H 17.16161 -14.03730 5.59733 -0.127 -0.156 -0.082
```
Forces are in eV/Å.

Atom charges from the Mulliken analysis, given in e for atoms 1 to 5:
1 N 3.35
2 H -0.81
3 H -0.37
4 H -0.52
5 H -0.04